(1)
An isolated molecule of C3H4O3. Source: the Open Molecules 2025 dataset; level of theory: ωB97M-V with the def2-TZVPD basis set.

* E_HOMO: -10.22 eV
* energy above the lowest of the compared OMol25 structures with the same formula, charge and spin: 151.4 kJ/mol
* orbital gap: 0.390 Ha
* F_max: 0.57 eV/A

XYZ file:
```
10
Properties=species:S:1:pos:R:3:forces:R:3
H 1.8077 0.6338 0.3264 0.0 -0.1 -0.1
C -0.8101 0.5267 1.0193 0.2 0.2 0.3
H -1.9153 0.5409 0.9381 0.1 0.1 0.0
H -0.5931 -0.4260 -1.8037 0.0 -0.2 0.0
C 1.1957 0.1084 -0.4264 0.1 0.0 -0.4
O -0.2015 1.2022 1.8123 -0.3 -0.3 -0.3
O 1.5347 -0.0103 -1.5795 -0.2 0.2 0.5
O -0.9876 -0.7840 -0.9928 0.0 0.1 -0.1
H 0.1041 -1.3469 0.6490 0.0 0.1 0.0
C -0.1346 -0.4449 0.0571 0.1 0.0 0.1
```
Forces are in eV/Å.

(2)
A structure of composition C28H21BrN3O6S3Zr at a distorted geometry. Source: the Open Molecules 2025 dataset; level of theory: ωB97M-V with the def2-TZVPD basis set.

* E_HOMO: -5.97 eV
* energy above the lowest of the compared OMol25 structures with the same formula, charge and spin: 65.0 kJ/mol
* orbital gap: 0.269 Ha
* F_max: 2.17 eV/A
* net charge: -1

XYZ file:
```
63
Properties=species:S:1:pos:R:3:forces:R:3
S 1.2056 -0.7304 -2.0345 0.2 -0.2 -0.3
H 1.5240 -2.2844 5.6559 0.0 0.1 0.2
C 1.2246 -0.5713 4.4085 -0.1 -0.1 0.2
O -2.3023 2.4878 2.2771 0.1 -0.2 -0.2
S 4.5376 -3.5694 4.0123 0.0 0.2 -0.2
H 3.9457 1.0534 2.4390 0.0 0.1 0.1
H 2.6219 1.5770 0.6868 -0.3 -0.3 -0.1
C 0.6291 1.4444 -5.3607 -0.8 -0.3 0.9
C -1.6313 1.9828 1.4058 -0.3 2.1 0.2
H 0.9384 0.9553 2.9289 0.0 -0.1 0.0
C -1.4521 1.4540 -4.1287 0.1 0.0 -0.1
H 3.2736 -3.7291 1.4537 -0.1 -0.1 -0.1
C 2.8502 -1.7129 0.8159 0.3 0.4 -0.1
C 0.8272 -0.1142 3.1388 -0.4 -0.3 -0.5
O 0.1379 2.1471 -0.3090 -0.3 0.4 -0.4
H -2.6164 4.0706 0.0685 0.0 0.0 0.1
C -0.5168 -4.6166 1.9886 0.0 0.3 -0.4
C -0.1046 3.9947 1.2592 -0.1 -0.3 -0.2
C 1.1991 0.6606 -4.3610 -0.1 0.1 -0.1
C -0.0592 -5.0628 3.2383 0.1 0.1 0.2
H -0.1756 2.1437 -1.2385 0.2 -0.1 0.2
C 0.4913 -4.1780 4.1211 -0.1 -0.2 -0.1
S -1.8393 0.2853 -1.7151 -0.1 -0.4 -0.1
O 4.8388 -4.7667 3.2461 -0.1 0.2 0.0
C 4.3063 -0.9747 3.0678 0.1 0.3 -0.1
H 1.6205 0.1305 5.1264 0.1 0.1 0.1
H 2.3021 -2.0026 -0.0803 0.1 -0.1 0.2
Br -1.0645 -2.6543 -0.0561 0.4 -0.1 0.9
H -0.1583 -6.1073 3.4880 0.0 -0.1 0.0
C 0.4695 0.2814 -3.2425 -0.5 0.1 0.0
C 1.1467 -1.8974 4.7252 0.0 0.4 -0.1
C 3.7904 0.0011 2.2291 -0.1 0.0 -0.3
H -0.7923 4.3762 2.0098 0.0 0.0 0.0
C -1.3489 2.5815 -6.2650 -0.4 0.5 -0.6
H 0.2266 4.8179 0.6298 0.1 0.0 -0.1
Zr 0.0041 -0.0425 0.1868 1.4 -1.0 -1.3
C -0.8340 2.9342 0.4366 -0.7 0.5 0.8
C -0.8795 0.6998 -3.1098 0.3 -0.2 -0.1
C 1.4079 1.8544 -6.4580 0.5 0.3 -0.7
C 0.1881 -2.3323 2.5256 0.0 -0.1 0.3
N 2.3530 0.6482 0.3473 0.2 0.0 0.1
O 3.2920 -3.6478 4.7768 0.4 -0.2 0.1
O -1.5136 0.7368 1.1538 -0.9 -0.2 0.5
H 2.6464 0.5741 -0.6381 -0.2 0.1 0.4
N 2.0656 2.1982 -7.3346 0.1 0.0 -0.1
H 2.2246 0.3330 -4.4492 0.1 0.0 -0.1
N -1.8911 3.1863 -7.0766 -0.1 0.1 -0.2
H -0.9536 -5.3084 1.2884 -0.1 -0.1 -0.1
O 5.6593 -3.0088 4.7480 -0.2 0.0 -0.1
C 3.3898 -2.6757 1.6542 -0.1 0.0 -0.3
C -0.3807 -3.2974 1.6705 -0.2 -0.1 -0.2
C 0.6160 -2.8143 3.7987 -0.4 0.2 -0.5
H -2.3421 2.7829 -1.1109 0.1 0.1 0.1
H -2.4885 1.7407 -4.0328 -0.1 0.1 -0.1
C 4.0877 -2.3047 2.7855 0.2 -0.6 0.6
C -0.7232 1.8316 -5.2507 0.7 -0.6 0.7
H 4.8804 -0.7173 3.9434 0.1 0.0 0.1
C 0.3454 -0.9671 2.1627 -0.1 -0.3 0.7
H -1.3751 4.2841 -1.1762 0.1 0.0 0.0
H 0.7532 3.5573 1.7681 0.1 0.0 0.1
C 3.0274 -0.3643 1.1292 0.7 -0.3 0.0
H 0.8645 -4.4939 5.0808 0.1 -0.1 0.1
C -1.8534 3.5595 -0.5149 0.1 -0.1 0.0
```
Forces are in eV/Å.

(3)
A structure of composition C20H54F2HgN3O16S2 at a distorted geometry. Source: the Open Molecules 2025 dataset; level of theory: ωB97M-V with the def2-TZVPD basis set.

* E_HOMO: -10.86 eV
* orbital gap: 0.066 Ha
* F_max: 4.29 eV/A
* net charge: +1

XYZ file:
```
98
Properties=species:S:1:pos:R:3:forces:R:3
H -3.9427 -1.3205 -2.4004 0.3 -0.1 0.0
C -4.5948 4.7803 -0.1620 1.3 -1.0 -0.3
H 2.0668 -5.2656 0.7648 -0.4 -0.2 -0.4
C 2.9086 2.8974 2.0032 -0.1 0.5 1.5
C -2.9536 -1.2693 -0.4350 0.1 1.6 -1.8
H -4.2961 3.9568 -0.8164 0.1 0.2 -0.2
H -2.5551 5.4256 -0.1610 0.1 0.1 0.4
H -3.6407 6.3812 -1.1641 0.1 0.0 0.1
F -0.4999 3.2512 1.7866 0.2 -0.1 0.2
H -3.7476 -1.0464 8.3686 -0.4 -0.3 0.3
H 4.3613 -1.4707 -3.6484 0.2 0.2 -0.1
F -1.3500 -0.0498 4.3309 0.1 0.2 -0.6
H -6.1692 5.9404 -0.1451 -0.1 -0.1 0.0
H 3.1249 -0.6161 0.6376 0.3 0.3 -0.1
N 3.1154 -1.2445 -1.4296 -0.4 -2.0 1.3
S -1.3247 2.0906 1.1694 -1.0 1.3 -0.6
C -1.8296 -4.0703 -3.5893 -0.6 0.5 -0.1
H 5.8429 -4.6817 -3.2371 -0.5 0.1 0.0
H -4.6292 7.0006 1.0259 -0.1 0.0 -0.2
H 2.0335 -0.8258 -2.7008 0.3 0.0 -0.3
H -5.5768 -2.4098 6.6263 0.2 -0.1 0.1
H -1.5511 -4.5488 -4.5289 0.0 -0.2 0.0
H 3.5490 -5.2814 -0.1375 0.0 0.5 -0.2
C 1.3716 0.9703 -3.5667 0.2 -0.6 -0.3
H 0.7352 3.6068 -0.6730 -0.3 0.4 0.3
C 5.9154 -3.6271 -3.5037 1.1 0.0 0.4
H -5.2332 0.2351 -1.3992 0.2 -0.1 -0.2
H 0.1882 -2.9964 -2.5276 0.3 -0.2 -0.3
H 2.3955 1.3041 -3.7221 0.0 0.0 0.1
H 4.5790 4.2920 2.2944 0.0 -0.7 0.8
H 5.1748 1.8642 1.8603 0.1 0.2 0.0
H -4.5202 4.3113 0.8347 -0.7 0.2 0.3
H 2.3176 2.4767 1.1858 0.3 -0.3 -0.2
O -5.3407 -2.1289 7.5192 0.0 0.4 0.6
O -2.3887 2.7063 0.4849 -1.4 0.5 0.1
O 0.5109 0.8632 3.1736 -0.3 0.1 -0.7
C 0.7082 1.7609 -2.4123 -1.0 1.0 0.0
C -4.1592 -1.4572 -1.3422 -0.5 -0.2 0.9
O 5.3310 -2.8354 -2.4770 0.0 -0.4 -0.3
H -1.3920 -4.6031 -2.7408 0.2 0.2 0.0
C -3.1275 -2.1143 6.6146 0.2 0.6 0.2
O -3.7069 6.7864 0.8715 0.6 -0.1 0.3
C 5.0990 -1.4877 -2.8295 -0.4 -0.4 0.1
H 1.5568 -1.0846 0.0286 0.3 0.3 -0.4
H 6.0041 -0.9683 -3.1556 0.1 -0.1 0.1
C -0.1329 -2.4505 -3.4253 0.0 -0.2 0.5
H 0.9081 1.4368 -1.3873 0.5 -0.4 -0.2
O -5.2168 -0.5984 -0.9234 -0.3 0.0 0.2
H -0.3035 -0.8006 -2.0913 0.2 0.2 -0.1
S -0.7556 0.2927 2.8828 -0.4 -2.2 3.7
H 5.1427 -1.0894 -0.7316 -0.2 -0.5 0.1
H 0.9360 5.0072 -1.7868 0.4 -0.1 -0.2
C -4.1745 -1.3423 7.4106 0.2 0.0 -0.9
H 7.0064 -3.4624 -3.5202 -0.3 0.3 -0.2
H -0.7563 -0.5012 -3.7774 0.3 0.5 0.1
C -3.5493 5.8666 -0.1977 -0.6 0.3 -0.5
H -2.9093 -4.0566 -3.4522 0.0 -0.4 -0.2
O -3.7098 -2.6420 5.4336 0.0 -0.1 -0.2
O -0.8931 -0.9427 2.2004 0.4 0.0 -0.5
O 3.1388 1.9526 3.0523 -0.1 0.0 -0.3
H 3.0429 -2.2653 -1.6327 0.1 0.6 -0.7
H -2.2913 -1.4460 6.3775 0.0 -0.1 0.0
O -5.8485 5.1663 -0.6210 -0.7 0.2 0.3
O 1.0793 3.0958 -2.5871 1.2 0.1 -0.9
H 3.9826 4.1786 0.7721 0.2 -0.6 -0.3
O -3.2934 -1.6012 0.8750 0.4 -0.2 0.3
H 2.0784 -5.5044 -1.0724 -0.3 -0.2 0.3
C 2.7164 -2.7325 0.5642 0.5 0.1 0.0
H -2.0798 -1.7562 -0.9059 -0.2 -0.6 0.6
H 3.7424 -2.9614 0.8862 0.0 -0.1 -0.1
H 0.7761 1.1990 -4.4551 0.1 0.2 -0.1
H 2.0474 -2.8463 1.4220 0.1 0.4 0.2
H -3.6845 -1.9652 4.7517 0.0 -0.1 -0.1
H 0.4403 -2.7421 -4.3113 0.2 0.0 0.1
O 2.2752 -3.5981 -0.4409 0.2 -0.6 -0.7
H -2.4815 -1.5617 1.4008 -0.2 -0.1 0.0
H -4.3897 -0.3910 6.8835 0.0 -0.2 0.0
H 4.5706 0.2300 -1.6207 -0.1 0.0 -0.3
C 2.4893 -4.9903 -0.2101 0.5 0.3 0.5
O 5.2370 2.6103 1.2467 -0.1 -0.6 0.0
H -0.5363 4.0705 -1.9050 -0.2 0.1 0.6
H -4.5353 -2.4637 -1.1354 0.0 0.0 -0.4
H 2.3366 3.7519 2.4018 -0.1 -0.2 -0.1
O -1.5017 -2.6877 -3.6270 0.2 0.1 0.4
C 0.0174 -0.9535 -3.1463 -0.9 -1.0 -0.6
C 2.6368 -1.3138 -0.0308 -1.2 0.1 0.5
Hg -4.1304 1.6314 2.9157 0.1 -0.2 -0.3
C 4.5021 -0.8643 -1.5893 0.7 1.4 -0.2
H -2.7333 -2.9428 7.1974 -0.1 -0.2 0.0
N 1.3233 -0.4660 -3.4069 -0.3 1.2 1.1
H 2.2859 1.6958 3.4249 0.3 0.0 -0.1
O -0.4365 1.3339 0.3723 0.8 -0.9 0.6
H 5.5061 -3.4427 -4.4996 -0.2 0.0 0.1
C 4.2273 3.5029 1.6161 -0.4 1.7 -1.2
H -0.3828 1.6971 -2.5700 0.0 -0.3 0.2
H -2.6938 -0.1949 -0.5666 0.0 -0.1 0.5
N -1.9159 1.3505 2.5303 1.5 0.9 -2.0
C 0.5299 4.0098 -1.6661 -0.6 -0.8 -0.1
```
Forces are in eV/Å.

Calculated values (eV) of DFT total energy for the records, taken in order: -9317.1311, -149966.8536, -90108.4753.